Entry from the Open Molecules 2025 dataset: 2 unconnected molecules or ions with the total composition C2H8O2P2Si (ωB97M-V/def2-TZVPD).

```
15
Properties=species:S:1:pos:R:3:forces:R:3:lowdin_charge:R:1
C 1.62225 -0.74053 -0.58655 -1.705 -1.362 -0.110 -0.387
C 2.20140 1.88593 0.42853 0.285 0.013 0.484 -0.351
O -4.82280 -0.88608 -0.13403 -0.033 -0.322 0.206 -0.473
O -2.33625 -0.17336 -0.55903 -1.954 0.684 -0.833 -0.817
Si 1.32088 0.26093 0.91943 0.228 1.041 0.975 0.675
P -3.97919 0.13808 -0.73415 1.767 0.170 -0.148 0.802
P -1.57255 -1.41306 0.25581 -0.812 -1.069 -0.491 0.777
H 0.55116 -1.00203 -0.91380 1.646 0.021 0.284 -0.047
H 2.09438 -0.28711 -1.41303 0.864 0.467 -0.931 -0.005
H 2.10694 -1.69140 -0.27673 -0.340 0.337 -0.390 0.032
H 1.53003 2.52283 -0.14607 -0.282 -0.027 -0.310 0.009
H 2.47769 2.52581 1.29926 0.105 -0.598 -0.592 0.011
H 3.04885 1.63141 -0.23275 -0.098 0.403 0.399 0.013
H -1.50058 -0.69099 1.39775 0.318 0.452 1.440 -0.140
H -2.74222 -2.08044 0.69536 0.009 -0.208 0.017 -0.101
```
Forces are in eV/Å.

## Properties
**Frontier orbital gap**: 7.6 eV
**E_LUMO**: -0.4 eV
**HOMO level**: -0.2931 hartree
**E**: -1203.63158 Eh
**ΔE to the lowest compared entry with this formula, charge and spin**: 11.7 kcal per mole


Entry from the Open Molecules 2025 dataset: a molecular structure, C2H8O2Tl (ωB97M-V/def2-TZVPD).

```
13
Properties=species:S:1:pos:R:3:forces:R:3:lowdin_charge:R:1
Tl 0.33601 -1.98684 0.52681 0.106 -0.471 0.039 1.364
C -1.45326 -0.41850 -2.63839 -0.886 -2.570 0.231 0.082
O -0.69628 -1.53169 -2.21079 -1.988 1.981 -0.057 0.045
H -2.31282 -0.24095 -1.99206 0.107 0.289 1.136 0.163
H -0.86637 0.49993 -2.65055 0.836 1.488 -0.029 0.203
H -1.83460 -0.52633 -3.65380 0.605 -0.101 -0.844 0.171
H -0.44547 -1.96107 -3.03196 1.004 -1.005 -0.931 0.167
C 1.48191 1.19934 2.47409 0.690 -2.316 0.474 0.085
O 0.64564 0.05943 2.53731 2.389 1.371 -0.460 0.018
H 1.62569 1.60434 3.47579 -0.619 0.725 0.732 0.182
H 2.45736 1.06092 2.00778 -0.076 -0.717 -0.651 0.155
H 1.00035 1.97906 1.88397 -0.811 1.515 -0.525 0.202
H 0.06179 0.26237 3.27184 -1.356 -0.188 0.886 0.164
```
Forces are in eV/Å.

## Properties
**Frontier orbital gap**: 2.8 eV
**Total charge**: +3
**E_LUMO**: -20.9 eV
**HOMO level**: -0.8717 hartree
**E**: -402.39424 Eh
**ΔE to the lowest compared entry with this formula, charge and spin**: 16.1 kcal per mole


Entry from the Open Molecules 2025 dataset: C2H8O4Si in the gas phase (ωB97M-V/def2-TZVPD).

```
15
Properties=species:S:1:pos:R:3:forces:R:3:lowdin_charge:R:1
C -1.16834 -1.24714 -0.69900 -0.823 -2.285 -2.095 -0.102
C -0.07817 -1.52007 0.28188 2.149 -1.648 1.340 -0.432
O 0.03534 -0.49212 1.19621 0.848 5.581 -0.830 -0.255
Si 0.50011 1.27014 0.25175 -0.388 -4.891 -0.699 0.284
O 0.82096 2.17244 1.50341 0.361 3.181 -2.277 0.002
O 1.73232 0.88081 -0.73118 1.956 -0.413 0.371 -0.084
O -0.56077 1.83089 -0.86231 0.712 -0.611 0.593 -0.054
H -2.03896 -1.99602 -0.67999 1.140 1.181 0.404 0.101
H -1.52137 -0.24003 -0.59707 -0.395 0.228 0.039 0.035
H -0.77919 -1.37761 -1.72670 -0.187 0.327 0.269 0.083
H 1.01450 -1.72152 -0.07452 -1.963 0.125 -0.482 0.124
H -0.27371 -2.38768 0.94620 -0.209 -0.003 -0.683 0.109
H 0.73899 1.66402 2.23772 -0.300 -2.174 4.036 0.012
H 2.65574 0.59737 -0.46350 -2.094 0.537 -0.235 0.118
H -1.07744 2.56653 -0.58291 -0.808 0.865 0.250 0.058
```
Forces are in eV/Å.

## Properties
**Frontier orbital gap**: 9.7 eV
**E_LUMO**: 0.3 eV
**HOMO level**: -0.3454 hartree
**SMILES**: CCO[Si](O)(O)O
**E**: -671.57695 Eh
**ΔE to the lowest compared entry with this formula, charge and spin**: 0.0 kcal per mole


Entry from the Open Molecules 2025 dataset: 2 unconnected molecules or ions with the total composition C2H8O5P (ωB97M-V/def2-TZVPD).

```
16
Properties=species:S:1:pos:R:3:forces:R:3:lowdin_charge:R:1
O 0.21192 -0.77060 3.70338 0.408 -0.007 -1.398 -0.378
O 1.29074 1.19973 2.51994 0.277 -0.825 -1.852 -0.335
O -0.23817 -0.56800 1.30310 0.987 0.168 -1.679 -0.266
O 2.20553 -1.19902 2.24471 0.143 -0.401 -0.674 -0.285
C 0.00000 0.00000 0.00000 -0.413 0.246 0.055 -0.142
C 2.11213 -2.62300 2.50044 -0.835 0.492 -0.785 -0.144
P 0.87203 -0.24965 2.43664 -0.819 0.211 5.332 0.210
H -0.84985 -0.27954 -0.64516 0.301 0.022 0.290 0.072
H 0.93247 -0.34577 -0.47701 -0.227 -0.013 0.341 0.081
H 0.03318 1.09949 0.08136 0.081 -0.368 -0.067 0.072
H 1.05894 -2.91047 2.34300 0.418 -0.197 0.225 0.071
H 2.42117 -2.95590 3.50558 -0.085 0.681 -0.234 0.076
H 2.73407 -3.14144 1.75145 -0.112 0.261 0.232 0.068
O 2.62056 3.06882 0.55679 -0.792 0.776 0.058 -0.119
H 2.03629 3.85867 0.50180 0.623 -0.982 0.156 0.031
H 2.18380 2.48259 1.21545 0.047 -0.066 0.000 -0.012
```
Forces are in eV/Å.

## Properties
**Frontier orbital gap**: 8.5 eV
**Total charge**: -1
**E_LUMO**: 3.8 eV
**HOMO level**: -0.1729 hartree
**E**: -798.72650 Eh
**ΔE to the lowest compared entry with this formula, charge and spin**: 0.0 kcal per mole


What is the frontier orbital gap in the second record? 2.8 eV


Which value of E does entry 3 give? -671.57695 Eh


Look up the HOMO level of the first one. -0.2931 hartree